No. 1
Formula: C4H12
Source: OMol25
Level of theory: ωB97M-V/def2-TZVPD

Energy above the lowest of the compared OMol25 structures with the same formula, charge and spin, kcal per mole: 12.0
Frontier orbital gap, eV: 12.61
Strongest force on any atom, eV/Å: 2.03
Electronic energy, hartree: -159.5658
Structure (SMILES): CC.CC
HOMO level, eV: -11.47

Structure (XYZ):
```
16
Properties=species:S:1:pos:R:3:forces:R:3:mulliken_charge:R:1
C -2.59765 0.58977 0.83189 -1.201 -1.294 1.011 -0.93
C -1.18096 0.89224 1.22280 1.332 1.250 -0.080 -0.54
H -2.80501 0.32966 -0.20739 0.484 0.573 -0.166 0.29
H -2.91050 -0.32180 1.33464 0.077 -0.453 0.206 0.28
H -3.37728 1.26269 1.20223 0.471 0.533 -0.314 0.32
H -0.85750 1.85750 0.80562 0.076 -0.322 -0.253 0.26
H -0.89132 1.01290 2.27126 -1.087 -0.065 0.322 0.34
H -0.45133 0.13896 0.94254 -0.257 -0.107 -0.587 -0.05
C 2.66284 -0.70882 -0.96613 -0.664 -0.047 0.510 -0.81
C 1.14831 -0.81621 -1.14474 -0.183 1.776 -0.883 -0.70
H 3.18025 -0.14865 -1.74588 -0.266 -0.074 -0.120 0.27
H 2.78554 -0.16046 -0.03119 0.588 -0.199 0.048 0.26
H 3.09021 -1.70310 -0.91848 0.350 -0.062 0.293 0.26
H 0.57343 -0.91715 -0.23306 0.314 -0.997 0.212 0.14
H 0.84798 -1.49642 -1.93633 -0.144 -0.211 0.170 0.34
H 0.78299 0.18888 -1.42782 0.110 -0.300 -0.369 0.26
```
Positions in Å, forces in eV/Å.

***

No. 2
Formula: C4H12
Source: OMol25
Level of theory: ωB97M-V/def2-TZVPD

Energy above the lowest of the compared OMol25 structures with the same formula, charge and spin, kcal per mole: 43.0
Frontier orbital gap, eV: 12.30
Strongest force on any atom, eV/Å: 5.12
Electronic energy, hartree: -159.5164
Structure (SMILES): CC.CC
HOMO level, eV: -11.17

Structure (XYZ):
```
16
Properties=species:S:1:pos:R:3:forces:R:3:mulliken_charge:R:1
C 0.87508 2.16346 -0.28908 -0.013 -3.280 -1.426 -1.17
C -0.61433 1.90445 -0.32538 1.717 -2.159 0.548 -0.90
H 1.45827 1.63694 0.41873 -0.071 -1.111 1.397 0.39
H 1.46034 1.88126 -1.15711 -0.416 0.370 -0.796 0.34
H 1.06219 3.09255 -0.03596 1.033 4.947 0.805 0.42
H -0.84714 1.33963 0.60108 -0.758 0.265 -1.021 0.22
H -1.17713 2.73786 -0.50776 -1.314 2.807 0.812 0.45
H -0.85620 1.47675 -1.27191 -0.197 -1.810 -0.309 0.27
C 0.17686 -1.75698 -0.34788 1.745 1.718 3.145 -0.59
C -0.57662 -2.18788 0.95535 -0.378 -1.331 -0.459 -0.89
H 0.55023 -0.62849 -0.12780 -0.422 -2.850 -1.179 -0.05
H 0.97486 -2.54766 -0.48714 -0.136 1.473 0.518 0.28
H -0.30451 -1.84798 -1.25009 -1.810 0.350 -1.954 0.35
H -1.69334 -2.14386 1.17010 1.330 1.349 -0.629 0.30
H 0.06644 -1.84560 1.78852 -0.814 -0.410 -0.129 0.24
H -0.55501 -3.27444 0.86632 0.503 -0.326 0.677 0.33
```
Positions in Å, forces in eV/Å.

***

No. 3
Formula: C4H12
Source: OMol25
Level of theory: ωB97M-V/def2-TZVPD

Energy above the lowest of the compared OMol25 structures with the same formula, charge and spin, kcal per mole: 25.4
Frontier orbital gap, eV: 12.26
Strongest force on any atom, eV/Å: 4.11
Electronic energy, hartree: -159.5444
Structure (SMILES): CC.CC
HOMO level, eV: -11.11

Structure (XYZ):
```
16
Properties=species:S:1:pos:R:3:forces:R:3:mulliken_charge:R:1
C 0.90339 -0.90140 0.74315 -0.614 3.293 2.373 -0.48
C 1.23479 -0.20320 2.19490 -0.670 -0.913 -2.428 -0.92
H 0.23354 -1.66464 1.00544 -1.106 -1.195 -0.065 0.32
H 0.39705 -0.13333 0.14799 0.499 -0.725 -0.182 -0.24
H 1.76459 -1.32473 0.31046 1.096 -0.207 -0.622 0.41
H 1.83466 0.71674 2.06707 0.310 -0.961 0.367 0.30
H 1.60606 -1.10404 2.66781 0.920 0.699 0.985 0.31
H 0.32564 0.10361 2.71482 -0.135 -0.170 -0.239 0.26
C -1.41185 0.87316 -0.84321 3.481 0.872 0.015 -1.00
C -0.69647 0.26615 -2.08534 -0.056 -1.269 -0.315 -0.83
H -1.71770 0.15145 -0.11509 0.388 -0.436 0.619 0.32
H -0.73923 1.71121 -0.41085 -1.188 -1.461 -0.242 0.24
H -2.29137 1.33279 -1.11354 -1.985 1.176 -0.961 0.41
H -1.07891 0.75602 -3.00309 0.056 -0.748 0.361 0.30
H -0.76168 -0.86129 -2.08736 -0.881 1.073 -0.398 0.26
H 0.39749 0.28150 -2.19315 -0.116 0.972 0.733 0.33
```
Positions in Å, forces in eV/Å.

***

No. 4
Formula: C4H12
Source: OMol25
Level of theory: ωB97M-V/def2-TZVPD

Energy above the lowest of the compared OMol25 structures with the same formula, charge and spin, kcal per mole: 33.9
Frontier orbital gap, eV: 11.90
Strongest force on any atom, eV/Å: 5.59
Electronic energy, hartree: -159.5309
Structure (SMILES): CC.CC
HOMO level, eV: -10.78

Structure (XYZ):
```
16
Properties=species:S:1:pos:R:3:forces:R:3:mulliken_charge:R:1
C 1.67414 -1.69685 -0.79494 -0.613 -0.003 -0.477 -0.69
C 0.42072 -1.59082 -1.75813 0.683 0.521 -0.614 -0.83
H 1.36212 -1.57324 0.29430 0.865 -0.169 -1.454 0.19
H 2.18775 -2.66086 -0.99647 -0.514 0.352 0.595 0.30
H 2.44100 -0.95594 -1.17534 -0.982 -0.423 1.083 0.22
H 0.81506 -1.05076 -2.59663 0.307 0.298 -0.850 0.28
H 0.04790 -2.50452 -2.26772 0.040 0.257 1.096 0.29
H -0.39060 -0.88771 -1.49393 0.205 -0.814 0.639 0.24
C -0.56974 1.18211 1.61615 2.111 1.168 5.039 -0.74
C -1.57414 2.04082 0.96178 -1.325 1.344 0.967 -0.83
H -0.29352 1.74847 2.68161 -0.927 -1.837 -2.047 0.26
H -0.97012 0.18719 1.86614 0.804 0.239 -0.186 0.24
H 0.48348 1.25502 1.24308 -1.184 -0.770 -0.510 0.25
H -1.06360 2.30758 0.11750 0.476 1.249 -2.811 0.28
H -1.84853 3.00781 1.49264 0.305 -1.359 -0.436 0.27
H -2.47682 1.51541 0.68574 -0.251 -0.054 -0.032 0.27
```
Positions in Å, forces in eV/Å.

***

No. 5
Formula: C4H12
Source: OMol25
Level of theory: ωB97M-V/def2-TZVPD

Energy above the lowest of the compared OMol25 structures with the same formula, charge and spin, kcal per mole: 35.2
Frontier orbital gap, eV: 12.33
Strongest force on any atom, eV/Å: 4.92
Electronic energy, hartree: -159.5289
Structure (SMILES): CC.CC
HOMO level, eV: -11.33

Structure (XYZ):
```
16
Properties=species:S:1:pos:R:3:forces:R:3:mulliken_charge:R:1
C 0.64688 -1.87405 -2.08664 0.383 -4.669 -0.264 -0.87
C 1.91482 -1.40437 -1.55597 -0.209 4.646 1.607 -0.75
H -0.13898 -1.42772 -1.67697 -3.253 2.508 1.922 0.29
H 0.47155 -1.78061 -3.12726 0.392 -0.145 -1.212 0.32
H 0.40917 -2.95824 -1.76036 0.681 1.256 -0.832 0.24
H 2.72766 -2.00290 -1.66972 2.370 -1.745 -1.123 0.34
H 1.91049 -1.29014 -0.43249 -0.423 0.135 -0.998 0.23
H 2.11232 -0.33092 -1.99343 0.054 -1.980 0.908 0.20
C -0.80797 1.43316 2.39730 2.156 -0.823 -2.649 -0.70
C -1.68990 1.96310 1.31322 -1.674 -3.217 -1.676 -0.72
H 0.28457 1.76852 2.09065 -2.058 -0.775 1.364 0.21
H -1.14055 1.61220 3.36964 0.012 0.679 1.628 0.32
H -0.90547 0.37157 2.18129 0.710 -0.399 0.877 0.21
H -1.39086 2.91721 1.04112 -0.064 1.849 -0.961 0.30
H -1.62508 1.17986 0.45086 0.491 1.885 0.791 0.09
H -2.77863 1.82334 1.45876 0.433 0.794 0.620 0.29
```
Positions in Å, forces in eV/Å.

***

No. 6
Formula: C4H12
Source: OMol25
Level of theory: ωB97M-V/def2-TZVPD

Energy above the lowest of the compared OMol25 structures with the same formula, charge and spin, kcal per mole: 23.9
Frontier orbital gap, eV: 12.16
Strongest force on any atom, eV/Å: 5.01
Electronic energy, hartree: -159.5469
Structure (SMILES): CC.CC
HOMO level, eV: -11.05

Structure (XYZ):
```
16
Properties=species:S:1:pos:R:3:forces:R:3:mulliken_charge:R:1
C 1.60774 -0.04994 -2.16043 0.209 -1.775 0.221 -0.98
C 0.12689 0.08647 -2.16204 0.576 4.607 1.878 -0.63
H 2.09509 -0.79572 -2.75989 -0.582 -0.383 -1.558 0.34
H 2.03294 0.84454 -2.42324 1.504 2.186 -0.129 0.31
H 1.99559 -0.48226 -1.26780 0.139 0.583 1.565 0.30
H -0.31796 -0.76689 -2.39512 -2.466 -3.348 -1.516 0.34
H -0.24360 1.03858 -2.62329 0.341 -1.298 -0.812 0.29
H -0.22986 0.37113 -1.16403 0.274 -0.564 0.364 0.02
C -0.77994 0.71929 2.26342 -0.395 -0.704 1.670 -0.92
C -0.99346 -0.78171 1.89695 1.353 0.779 -0.984 -0.72
H 0.13886 1.22768 2.00145 0.224 -0.318 -0.841 0.30
H -1.63446 1.34831 2.00448 0.097 -0.160 -0.283 0.27
H -0.72345 0.77535 3.36428 -0.215 -0.029 -0.168 0.34
H -1.79058 -1.21275 2.46358 -0.940 0.013 0.038 0.32
H -0.14945 -1.43985 2.16071 0.103 0.575 -0.132 0.26
H -1.13434 -0.88224 0.80097 -0.222 -0.164 0.685 0.16
```
Positions in Å, forces in eV/Å.

***

Question: Which formula does entry 3 have?
Answer: C4H12